(1)
Entry from OMol25: C39H49ClN4O2PSSi2Ti as an isolated structure (ωB97M-V/def2-TZVPD).

Summary:
charge: +1
electronic energy: -4513.24591 hartree
Kohn-Sham gap: 7.54 eV
spin multiplicity: 1
HOMO energy: -10.749 eV

Positions of all 100 atoms, in Å:
Ti -0.07 -0.39 0.43
O -1.20 -1.92 1.04
C -1.24 -3.26 0.49
C -2.44 -4.04 0.96
C -3.81 -3.39 0.72
C -4.08 -2.98 -0.70
C -5.01 -3.66 -1.49
C -5.26 -3.20 -2.77
C -4.59 -2.08 -3.23
C -3.68 -1.47 -2.38
N -3.41 -1.91 -1.15
H -1.67 -1.84 1.94
H -0.32 -3.76 0.80
H -1.22 -3.13 -0.59
H -2.34 -4.28 2.02
H -2.39 -5.00 0.42
H -3.91 -2.51 1.35
H -4.57 -4.10 1.05
H -5.53 -4.52 -1.09
H -5.99 -3.71 -3.40
H -4.77 -1.67 -4.21
H -3.14 -0.59 -2.69
C 4.32 -0.84 1.97
Si 2.57 -1.32 2.43
C 2.37 -3.05 3.12
C 2.11 -0.18 3.84
N 1.61 -1.15 0.91
C 1.92 -2.05 -0.16
C 2.87 -3.07 -0.11
C 3.05 -3.93 -1.18
C 2.26 -3.80 -2.31
C 1.31 -2.79 -2.38
C 1.15 -1.89 -1.33
N 0.27 -0.75 -1.40
Si 0.12 -0.11 -3.08
C -0.99 -1.24 -4.10
C 1.84 0.03 -3.82
C -0.67 1.57 -3.16
H 4.96 -0.95 2.85
H 4.35 0.21 1.69
H 4.77 -1.41 1.16
H 3.34 -3.46 3.42
H 1.91 -3.76 2.44
H 1.75 -3.01 4.02
H 2.88 -0.39 4.58
H 1.17 -0.41 4.36
H 2.19 0.89 3.63
H 3.48 -3.21 0.76
H 3.80 -4.70 -1.12
H 2.37 -4.49 -3.14
H 0.70 -2.72 -3.27
H -1.47 -2.03 -3.51
H -0.43 -1.72 -4.91
H -1.79 -0.66 -4.56
H 2.60 -0.51 -3.27
H 2.14 1.08 -3.87
H 1.84 -0.36 -4.84
H -1.68 1.63 -2.75
H -0.74 1.78 -4.23
H -0.05 2.36 -2.72
Cl -2.50 0.78 0.44
C -2.40 2.35 -0.34
C -3.57 2.86 -0.87
C -3.53 4.09 -1.50
C -2.34 4.79 -1.59
C -1.18 4.26 -1.05
C -1.18 3.02 -0.41
P 0.29 2.24 0.32
C 0.40 3.02 1.96
C 1.64 3.11 2.58
C 1.74 3.60 3.88
C 0.59 4.00 4.55
C -0.64 3.92 3.93
C -0.74 3.43 2.64
C 1.79 2.82 -0.51
C 2.17 4.16 -0.51
C 3.37 4.55 -1.09
C 4.21 3.59 -1.65
C 3.86 2.25 -1.62
C 2.65 1.86 -1.06
H -4.49 2.29 -0.79
H -4.44 4.50 -1.92
H -2.31 5.75 -2.08
H -0.25 4.81 -1.15
H 2.54 2.79 2.06
H 2.70 3.66 4.36
H 0.67 4.38 5.56
H -1.54 4.24 4.45
H -1.72 3.37 2.17
H 1.56 4.91 -0.02
H 3.66 5.59 -1.09
H 5.15 3.89 -2.09
H 4.52 1.50 -2.04
H 2.38 0.82 -1.03
O -0.36 0.30 2.41
H -1.21 -0.03 2.87
H 0.32 0.35 3.09
S -2.80 -1.11 3.48
C -1.68 -1.39 4.71
N -0.86 -1.51 5.52

***

(2)
Entry from OMol25: C39H49GeN6O2S2TeW as an isolated structure (ωB97M-V/def2-TZVPD).

Summary:
charge: -1
electronic energy: -5202.93204 hartree
Kohn-Sham gap (spin up / spin down): 3.34 / 6.14 eV
spin multiplicity: 3
expectation value of S²: 2.09
HOMO energy (spin up / spin down): -1.211 / -4.015 eV

Positions of all 101 atoms, in Å:
W -0.76 -1.67 -0.19
C -0.01 -4.64 -0.05
C 0.18 -3.70 -1.09
C -1.11 -3.44 -1.68
C -2.06 -4.22 -0.93
C -1.38 -4.92 0.07
H 0.77 -5.03 0.59
H 1.12 -3.48 -1.57
H -1.27 -3.11 -2.70
H -3.12 -4.27 -1.14
H -1.83 -5.55 0.82
N -2.63 -2.19 1.51
C -2.99 -0.84 1.95
C -4.10 -0.65 2.97
C -4.17 0.78 3.55
C -4.42 1.95 2.58
N -3.58 2.10 1.38
C -2.31 2.44 1.30
N -1.72 2.57 0.10
N -1.61 2.78 2.42
C -1.65 -0.23 2.36
O -1.42 0.12 3.53
O -0.85 -0.11 1.39
H -3.42 -2.68 1.11
H -2.25 -2.74 2.27
H -3.28 -0.34 1.03
H -3.96 -1.34 3.81
H -5.06 -0.90 2.50
H -3.27 0.95 4.12
H -5.01 0.83 4.25
H -4.36 2.88 3.14
H -5.43 1.88 2.18
H -3.97 1.72 0.52
H -2.28 2.29 -0.70
H -0.79 2.15 0.04
H -1.62 2.06 3.14
H -0.65 3.03 2.19
C 0.38 -0.64 -1.16
Ge 1.45 0.57 -2.12
C 2.85 1.37 -0.98
C 2.86 2.71 -0.59
C 3.85 3.20 0.26
C 4.85 2.35 0.73
C 4.84 1.01 0.35
C 3.85 0.53 -0.49
C 0.51 2.06 -3.00
C 1.23 3.16 -3.50
C 0.59 4.18 -4.17
C -0.78 4.13 -4.38
C -1.50 3.04 -3.91
C -0.86 2.02 -3.22
C 2.39 -0.35 -3.58
C 1.70 -1.33 -4.30
C 2.31 -2.01 -5.35
C 3.63 -1.74 -5.68
C 4.33 -0.78 -4.96
C 3.71 -0.09 -3.92
H 2.09 3.38 -0.94
H 3.84 4.24 0.56
H 5.62 2.73 1.38
H 5.61 0.35 0.72
H 3.84 -0.52 -0.76
H 2.31 3.20 -3.36
H 1.16 5.02 -4.55
H -1.28 4.93 -4.92
H -2.57 2.98 -4.10
H -1.43 1.16 -2.87
H 0.67 -1.56 -4.03
H 1.76 -2.77 -5.89
H 4.11 -2.28 -6.48
H 5.37 -0.56 -5.21
H 4.28 0.65 -3.37
C 4.08 -3.78 2.17
C 3.72 -2.53 1.37
N 3.21 -1.46 2.21
C 1.87 -1.36 2.53
S 0.74 -2.49 2.02
N 1.54 -0.18 3.20
C 2.32 0.21 4.37
C 2.37 -0.85 5.46
H 4.50 -4.55 1.51
H 3.19 -4.18 2.65
H 4.83 -3.54 2.93
H 2.97 -2.78 0.62
H 4.60 -2.15 0.86
H 3.70 -0.58 2.15
H 0.54 -0.08 3.33
H 1.86 1.13 4.76
H 3.34 0.48 4.07
H 1.36 -1.11 5.79
H 2.94 -0.50 6.33
H 2.84 -1.76 5.08
Te -3.02 -0.99 -1.81
C -4.48 0.51 -1.39
C -4.58 1.80 -1.85
C -5.79 2.47 -1.49
C -6.62 1.68 -0.75
S -5.92 0.13 -0.52
H -3.82 2.25 -2.48
H -6.03 3.49 -1.77
H -7.60 1.92 -0.35

***

(3)
Entry from OMol25: C39H50AlBr2F4 as an isolated structure (ωB97M-V/def2-TZVPD).

Summary:
charge: -1
electronic energy: -7305.77524 hartree
Kohn-Sham gap: 6.96 eV
spin multiplicity: 1
HOMO energy: -4.693 eV

Positions of all 96 atoms, in Å:
C 4.09 -4.73 0.10
C 5.20 -3.77 0.83
C 4.66 -2.27 1.22
C 3.29 -2.24 2.13
C 2.28 -1.08 1.49
C 0.90 -0.94 2.42
C 0.02 0.26 1.72
Al -1.28 -0.60 0.32
C -0.80 0.30 -1.49
Br -1.29 2.26 -1.73
C -0.09 -0.49 -2.57
C 0.37 0.16 -4.01
Br 0.35 -2.45 -2.27
C -3.17 -0.18 0.99
C -3.18 -0.53 2.62
C -4.32 -1.07 0.17
C -4.65 -2.51 0.94
C -5.30 -3.63 -0.09
H 3.30 -5.13 0.88
H 3.57 -4.24 -0.84
H 4.69 -5.70 -0.28
H 5.61 -4.31 1.81
H 6.08 -3.61 0.04
H 4.58 -1.58 0.27
H 5.51 -1.78 1.90
H 3.55 -1.86 3.22
H 2.69 -3.24 2.15
H 2.83 -0.05 1.53
H 2.00 -1.29 0.36
H 1.25 -0.64 3.49
H 0.25 -1.92 2.44
H 0.77 1.00 1.17
H -0.59 0.88 2.51
H -0.95 -2.15 0.35
H 1.56 0.16 -4.00
H -0.02 -0.43 -4.95
H 0.06 1.29 -4.16
H -3.43 0.97 0.88
H -4.26 -0.72 3.04
H -2.69 0.31 3.27
H -2.52 -1.52 2.79
H -5.33 -0.46 0.11
H -3.91 -1.22 -0.92
H -5.42 -2.26 1.81
H -3.67 -3.00 1.38
H -4.45 -3.84 -0.90
H -6.25 -3.21 -0.64
H -5.48 -4.66 0.47
F 7.90 -2.74 1.90
C 8.67 -1.92 2.64
C 9.65 -2.47 3.46
C 10.45 -1.62 4.22
C 10.26 -0.24 4.16
C 9.27 0.30 3.33
C 8.48 -0.55 2.56
H 9.77 -3.54 3.51
H 11.23 -2.03 4.86
H 10.89 0.42 4.75
H 9.13 1.38 3.28
H 7.71 -0.15 1.91
F 2.41 8.11 0.36
C 2.33 6.82 0.01
C 1.10 6.28 -0.35
C 1.02 4.94 -0.72
C 2.16 4.14 -0.70
C 3.39 4.69 -0.33
C 3.48 6.03 0.03
H 0.22 6.92 -0.35
H 0.06 4.51 -1.02
H 2.10 3.09 -0.99
H 4.28 4.06 -0.31
H 4.43 6.47 0.31
F -5.99 -6.98 -1.02
C -6.96 -6.64 -1.87
C -8.18 -7.32 -1.83
C -9.19 -6.96 -2.71
C -8.98 -5.93 -3.64
C -7.75 -5.27 -3.68
C -6.74 -5.62 -2.79
H -8.32 -8.12 -1.11
H -10.15 -7.47 -2.68
H -9.77 -5.66 -4.33
H -7.59 -4.47 -4.40
H -5.79 -5.10 -2.80
F -2.50 5.88 -2.63
C -2.97 7.11 -2.39
C -2.92 7.62 -1.09
C -3.40 8.90 -0.84
C -3.94 9.66 -1.88
C -4.00 9.15 -3.17
C -3.50 7.87 -3.43
H -2.51 7.01 -0.30
H -3.36 9.31 0.17
H -4.33 10.66 -1.67
H -4.42 9.74 -3.98
H -3.53 7.45 -4.43

***

(4)
Entry from OMol25: C39H50AlN2O8STe as an isolated structure (ωB97M-V/def2-TZVPD).

Summary:
charge: 0
electronic energy: -3136.23595 hartree
Kohn-Sham gap (spin up / spin down): 7.37 / 5.48 eV
spin multiplicity: 2
expectation value of S²: 0.77
HOMO energy (spin up / spin down): -7.325 / -7.341 eV

Positions of all 102 atoms, in Å:
Al 1.78 0.32 -1.97
O 3.49 -0.43 -2.59
C 4.66 0.10 -3.23
C 5.52 0.87 -2.25
C 4.71 1.79 -1.32
C 3.70 2.66 -2.02
C 3.93 4.04 -2.12
C 2.99 4.85 -2.77
C 1.87 4.28 -3.31
C 1.59 2.87 -3.15
N 2.62 2.09 -2.51
H 3.44 -1.38 -2.42
H 4.29 0.75 -4.03
H 5.21 -0.72 -3.69
H 6.25 1.45 -2.83
H 6.08 0.17 -1.63
H 5.40 2.43 -0.76
H 4.19 1.17 -0.59
H 4.83 4.46 -1.69
H 3.17 5.91 -2.89
H 1.17 4.86 -3.90
H 0.73 1.47 -4.25
O -1.83 -4.23 -3.72
C -0.99 -3.42 -3.44
C 0.05 -3.54 -2.32
O 0.20 -4.47 -1.56
C 0.77 -2.26 -2.36
C 0.28 -1.44 -3.35
O 0.78 -0.23 -3.44
C -0.80 -2.05 -4.10
O -1.46 -1.59 -5.01
O 1.71 -1.83 -1.58
C -0.83 3.60 -2.21
C 0.23 2.54 -2.10
O 1.19 2.33 -4.38
N 0.27 1.45 -1.55
Te -2.05 1.37 0.78
C -3.50 1.07 2.31
C -3.17 1.29 3.66
C -1.84 1.82 4.13
C -4.12 1.00 4.64
C -5.36 0.49 4.34
C -6.37 0.19 5.41
C -5.67 0.29 3.00
C -4.77 0.58 1.98
C -5.22 0.33 0.56
C -2.17 -0.61 0.01
C -2.08 -1.70 0.87
C -1.86 -1.59 2.36
C -2.21 -2.99 0.35
C -2.44 -3.22 -0.99
C -2.61 -4.62 -1.53
C -2.51 -2.12 -1.83
C -2.39 -0.82 -1.36
C -2.49 0.30 -2.36
H -1.18 3.64 -3.24
H -0.42 4.57 -1.95
H -1.67 3.36 -1.55
H -1.21 2.16 3.31
H -1.30 1.03 4.67
H -1.98 2.65 4.82
H -3.85 1.18 5.68
H -5.90 0.13 6.39
H -6.89 -0.75 5.22
H -7.13 0.97 5.46
H -6.65 -0.10 2.73
H -6.30 0.36 0.50
H -4.89 -0.65 0.21
H -4.81 1.07 -0.12
H -1.47 -0.62 2.64
H -1.16 -2.37 2.69
H -2.79 -1.73 2.91
H -2.14 -3.84 1.03
H -2.45 -5.36 -0.75
H -1.91 -4.81 -2.35
H -3.62 -4.75 -1.92
H -2.67 -2.28 -2.90
H -2.90 -0.06 -3.31
H -1.51 0.73 -2.56
H -3.13 1.11 -1.99
C 3.06 1.86 3.91
C 2.98 0.75 2.87
C 1.57 0.67 2.29
S 1.30 -0.37 0.86
O 2.27 0.24 -0.17
C 2.00 -1.97 1.32
C 3.50 -2.15 1.11
C 3.86 -3.62 1.25
H 4.06 1.93 4.34
H 2.35 1.69 4.72
H 2.82 2.83 3.46
H 3.25 -0.20 3.32
H 3.69 0.94 2.06
H 1.24 1.64 1.92
H 0.84 0.35 3.03
H 1.47 -2.67 0.67
H 1.68 -2.15 2.35
H 4.08 -1.54 1.80
H 3.73 -1.81 0.10
H 3.60 -4.01 2.24
H 4.93 -3.78 1.11
H 3.33 -4.22 0.50

***

The evaluated ΔE to the lowest compared entry with this formula, charge and spin for the records listed, in turn: 0.3366, 0.5376, 7.5007, 2.1236 eV.